(1)
{"formula": "C45H42GeN7O6S2W", "method": "ωB97M-V with the def2-TZVPD basis set", "homo_lumo_gap_ev": 5.98, "homo_energy_ha": -0.374, "total_charge": 1, "species": ["W", "Ge", "S", "S", "O", "O", "O", "O", "O", "O", "N", "N", "N", "N", "N", "N", "N", "C", "C", "C", "C", "C", "C", "C", "C", "C", "C", "C", "C", "C", "C", "C", "C", "C", "C", "C", "C", "C", "C", "C", "C", "C", "C", "C", "C", "C", "C", "C", "C", "C", "C", "C", "C", "C", "C", "C", "C", "C", "C", "C", "C", "C", "H", "H", "H", "H", "H", "H", "H", "H", "H", "H", "H", "H", "H", "H", "H", "H", "H", "H", "H", "H", "H", "H", "H", "H", "H", "H", "H", "H", "H", "H", "H", "H", "H", "H", "H", "H", "H", "H", "H", "H", "H", "H"], "coordinates": [[-0.259, -0.667, -1.319], [-1.593, 2.464, -2.813], [-1.345, -2.569, -0.028], [-4.226, -2.849, 0.353], [-0.924, -2.778, -3.497], [2.617, 0.098, -2.074], [0.778, -0.305, 0.323], [-1.884, -0.941, -2.493], [0.215, -0.744, -3.304], [7.691, -2.528, -3.537], [-3.072, -0.507, 0.108], [0.140, 2.259, -0.515], [1.271, -2.317, -1.134], [-0.796, -1.699, -2.941], [5.769, -4.207, 1.398], [4.786, -3.785, 2.012], [-1.878, 0.184, -0.078], [6.191, -3.720, 0.117], [2.561, -0.804, 1.859], [-2.892, 4.729, -1.544], [-0.110, 1.480, -1.733], [3.843, -2.832, 1.467], [-0.679, 2.197, 0.563], [-1.809, 0.707, -5.131], [0.198, 4.791, -3.019], [-3.869, -0.109, -6.058], [1.082, 5.722, -5.047], [-1.777, 1.233, 0.635], [0.602, 3.899, 1.667], [3.748, 0.679, -1.431], [7.152, -4.338, -2.010], [1.478, 3.886, 0.597], [4.489, 1.651, -2.325], [-2.861, 3.335, -1.612], [1.783, -1.079, 0.768], [3.054, -3.126, 0.321], [-2.885, -1.790, 0.120], [2.344, -4.394, -1.586], [-4.576, 0.586, -5.091], [3.146, -4.283, -0.486], [6.289, -2.371, -0.223], [-0.527, 3.830, -3.733], [1.216, 3.065, -0.480], [8.147, -3.481, -4.486], [-3.818, 2.622, -0.881], [-3.899, 1.334, -4.137], [-2.508, 1.401, -4.143], [2.054, -2.207, -0.021], [6.667, -4.685, -0.757], [-2.482, -0.043, -6.080], [1.423, -3.381, -1.902], [0.354, 4.795, -5.774], [-0.444, 3.861, -5.124], [-3.822, 5.389, -0.750], [-5.578, -1.684, 0.573], [-4.746, 4.665, -0.014], [7.219, -2.993, -2.359], [0.996, 5.726, -3.661], [-4.748, 3.278, -0.088], [3.577, -1.715, 2.216], [6.813, -2.016, -1.447], [-0.486, 3.041, 1.642], [6.946, -0.978, -1.722], [9.001, -4.042, -4.098], [6.000, -1.604, 0.483], [-1.014, 3.158, -5.717], [-1.182, 2.996, 2.467], [2.386, -5.262, -2.227], [5.270, 2.173, -1.770], [-0.727, 0.725, -5.153], [3.349, 1.181, -0.547], [3.831, -5.076, -0.223], [4.160, -1.540, 3.111], [7.503, -5.112, -2.677], [4.967, 1.131, -3.157], [3.808, 2.394, -2.746], [-3.830, 6.471, -0.720], [-5.484, 2.704, 0.460], [0.765, 4.552, 2.514], [0.739, 1.647, -2.390], [2.857, -0.255, -2.938], [0.796, -3.450, -2.779], [-3.874, 1.541, -0.944], [1.534, 6.469, -3.086], [1.840, 3.040, -1.360], [-5.475, 5.178, 0.600], [-1.923, -0.587, -6.832], [-2.549, 1.439, 1.367], [6.655, -5.722, -0.447], [8.455, -2.913, -5.358], [-6.473, -2.295, 0.673], [-5.441, -1.083, 1.468], [2.357, 4.514, 0.568], [0.398, 4.799, -6.856], [7.348, -4.172, -4.765], [0.107, 4.853, -1.940], [-2.195, 5.319, -2.125], [4.414, -0.109, -1.070], [2.363, 0.067, 2.468], [-4.475, 1.873, -3.395], [1.699, 6.451, -5.555], [-5.665, -1.043, -0.300], [-5.657, 0.547, -5.075], [-4.395, -0.702, -6.795]], "forces_ev_per_angstrom": [[0.1, -1.5, 0.8], [0.3, 0.0, -0.2], [0.0, 0.1, -0.3], [0.0, 0.0, 0.0], [0.1, -0.2, 0.0], [-0.1, 0.2, 0.1], [0.0, 0.4, -0.2], [0.4, 0.1, -0.1], [-0.3, -0.1, 0.3], [0.0, 0.0, 0.0], [0.2, 0.0, 0.0], [0.2, 0.1, 0.0], [-0.2, 0.0, 0.0], [0.0, 1.2, -0.2], [0.1, 0.0, 0.0], [-0.2, 0.1, -0.2], [0.2, -0.3, 0.2], [-0.1, 0.0, 0.1], [-0.1, -0.2, 0.1], [0.0, 0.0, 0.1], [-0.9, -0.1, -0.3], [0.2, -0.1, 0.2], [0.0, -0.1, 0.0], [0.1, 0.0, 0.0], [0.0, 0.0, 0.1], [0.0, 0.0, 0.0], [0.0, 0.0, 0.0], [0.1, 0.4, -0.2], [-0.1, -0.1, 0.0], [0.1, -0.1, 0.0], [0.0, 0.0, 0.0], [0.1, 0.0, -0.1], [0.0, 0.0, -0.1], [0.0, 0.0, 0.1], [0.2, 0.3, -0.1], [0.0, 0.0, 0.0], [-0.1, 0.0, 0.1], [-0.1, 0.0, -0.1], [0.0, 0.0, 0.0], [0.0, 0.1, 0.0], [0.0, 0.0, 0.0], [0.0, 0.1, 0.1], [-0.1, 0.0, 0.1], [0.0, 0.0, 0.0], [-0.1, -0.1, -0.1], [0.0, 0.1, 0.0], [0.0, -0.2, 0.0], [0.0, 0.1, 0.0], [0.0, 0.0, 0.0], [-0.1, 0.0, 0.0], [0.1, 0.1, 0.0], [0.0, 0.0, 0.0], [0.0, -0.1, 0.0], [0.0, 0.0, 0.0], [0.0, 0.0, 0.0], [0.0, 0.0, 0.0], [0.0, 0.1, 0.0], [0.0, 0.0, -0.1], [0.0, 0.0, 0.0], [0.0, 0.0, -0.1], [0.0, 0.0, 0.0], [0.2, 0.0, -0.1], [0.0, 0.0, 0.0], [0.0, 0.0, 0.0], [0.0, 0.0, 0.0], [0.0, 0.0, 0.0], [0.0, 0.0, 0.0], [0.0, 0.0, 0.0], [0.0, 0.0, 0.0], [0.0, 0.0, 0.0], [0.0, 0.0, 0.0], [0.1, 0.0, 0.0], [0.0, 0.0, 0.0], [0.0, 0.0, 0.0], [0.0, 0.0, 0.0], [0.0, 0.0, 0.0], [0.0, 0.0, 0.0], [0.0, 0.0, 0.0], [0.0, 0.0, 0.0], [0.1, -0.2, 0.1], [0.0, 0.0, 0.0], [0.0, 0.0, 0.0], [0.0, 0.0, 0.0], [0.0, 0.0, 0.0], [0.0, 0.0, 0.0], [0.0, 0.0, 0.0], [0.0, 0.0, 0.0], [-0.1, 0.0, -0.1], [0.0, 0.0, 0.0], [0.0, 0.0, 0.0], [0.0, 0.0, 0.0], [0.0, 0.0, 0.0], [0.0, 0.0, 0.0], [0.0, 0.0, 0.0], [0.0, 0.0, 0.0], [0.0, 0.0, 0.0], [0.0, 0.0, 0.0], [0.1, 0.0, 0.0], [0.0, 0.0, 0.0], [0.0, 0.0, 0.0], [0.0, 0.0, 0.0], [0.0, 0.0, 0.0], [0.0, 0.0, 0.0], [0.0, 0.0, 0.0]]}

=====

(2)
{"formula": "C45H42N4O2PTi", "method": "ωB97M-V with the def2-TZVPD basis set", "homo_lumo_gap_ev": [5.54, 5.60], "homo_energy_ha": [-0.351, -0.353], "total_charge": 1, "species": ["Ti", "P", "O", "O", "N", "N", "N", "N", "C", "C", "C", "C", "C", "C", "C", "C", "C", "C", "C", "C", "C", "C", "C", "C", "C", "C", "C", "C", "C", "C", "C", "C", "C", "C", "C", "C", "C", "C", "C", "C", "C", "C", "C", "C", "C", "C", "C", "C", "C", "C", "C", "C", "C", "H", "H", "H", "H", "H", "H", "H", "H", "H", "H", "H", "H", "H", "H", "H", "H", "H", "H", "H", "H", "H", "H", "H", "H", "H", "H", "H", "H", "H", "H", "H", "H", "H", "H", "H", "H", "H", "H", "H", "H", "H", "H"], "coordinates": [[-0.593, -0.953, -0.151], [-0.149, 1.720, -0.827], [-1.508, -0.438, -1.781], [-2.666, -0.558, 0.062], [-2.234, -8.099, -0.769], [-0.431, -0.885, 1.827], [-1.014, -2.887, -0.224], [1.340, -1.118, -0.078], [-2.894, 1.414, -1.273], [3.285, 0.139, -0.922], [-1.656, -5.605, -0.510], [1.777, -1.364, 1.195], [-4.511, 3.112, -1.700], [1.167, -2.537, -2.671], [4.059, -0.183, -3.192], [4.164, 0.426, -1.959], [-3.350, 0.170, 3.920], [1.398, 5.246, 0.697], [1.672, 4.885, 2.010], [1.860, 2.611, -2.596], [-4.209, 1.773, -1.516], [3.057, -1.114, -3.396], [2.381, 2.902, -3.847], [-1.865, 2.360, -1.166], [1.268, -1.313, 3.649], [-1.519, -0.911, 2.770], [0.835, -1.214, 2.211], [-3.512, 4.068, -1.592], [-1.208, -3.447, 3.141], [-1.980, -6.986, -0.653], [-0.212, -3.861, 0.246], [0.866, 4.324, -0.189], [1.647, 2.629, -4.990], [-3.690, -1.009, 4.554], [-1.870, -2.118, 3.411], [-2.943, -2.140, 4.294], [0.894, 2.663, 1.545], [2.173, -1.454, -2.383], [-0.485, -5.201, 0.130], [-1.975, 1.588, 2.448], [-2.133, -3.289, -0.865], [1.426, 3.587, 2.431], [-2.278, 0.242, 3.038], [0.587, 3.023, 0.232], [3.154, -1.882, 1.507], [3.448, 0.919, 0.356], [-2.489, -4.607, -1.018], [-2.203, 3.700, -1.311], [0.393, 2.046, -4.879], [-0.134, 1.756, -3.631], [0.590, 2.054, -2.476], [-2.423, 0.037, -1.013], [2.272, -0.822, -1.124], [-4.983, 1.019, -1.567], [-2.901, 2.088, 2.161], [0.161, -2.127, -2.781], [2.540, 0.928, 0.951], [3.087, -2.827, 2.054], [1.609, 6.254, 0.362], [0.437, -1.130, 4.325], [4.941, 1.163, -1.788], [-3.191, -3.080, 4.773], [4.744, 0.064, -3.992], [3.723, 1.951, 0.134], [1.417, -3.031, -3.608], [2.048, 2.874, -5.964], [0.702, 4.615, -1.218], [1.652, 3.296, 3.449], [-3.921, 1.071, 4.108], [-5.526, 3.414, -1.922], [-0.186, 1.830, -5.768], [-1.352, 1.507, 1.568], [0.715, 1.647, 1.879], [-1.461, 2.226, 3.169], [2.971, -1.614, -4.352], [-1.056, -3.984, 4.077], [0.699, -3.533, 0.729], [-2.764, -2.522, -1.279], [2.047, -0.575, 3.854], [-1.455, 4.469, -1.200], [-1.868, -4.056, 2.518], [2.090, 5.608, 2.697], [3.717, -1.196, 2.140], [-0.250, -3.362, 2.642], [0.202, -5.934, 0.529], [1.173, -3.289, -1.888], [-3.752, 5.115, -1.718], [-3.403, -4.867, -1.533], [-4.527, -1.045, 5.238], [2.435, 2.835, -1.709], [1.689, -2.293, 3.884], [-1.113, 1.302, -3.553], [3.718, -2.059, 0.593], [4.252, 0.503, 0.965], [3.364, 3.351, -3.925]], "forces_ev_per_angstrom": [[2.7, 1.6, 1.9], [-0.1, 1.2, -0.2], [-0.9, -0.1, -1.1], [0.0, 0.1, 0.1], [0.0, 0.0, 0.0], [-0.8, 0.1, -0.8], [-0.8, -3.0, -0.6], [-0.3, 0.0, -0.6], [0.2, 0.1, 0.0], [-0.2, 0.0, 0.1], [0.3, 0.9, 0.1], [-0.2, -0.2, 1.5], [0.0, 0.0, 0.0], [0.0, 0.2, 0.0], [0.0, 0.0, 0.0], [0.1, 0.0, 0.0], [0.0, 0.0, 0.0], [0.0, 0.1, 0.0], [0.0, -0.1, 0.0], [-0.1, 0.0, 0.0], [0.0, -0.1, 0.0], [0.1, 0.0, 0.0], [0.1, 0.0, 0.0], [-0.1, -0.2, 0.0], [-0.2, -0.1, 0.0], [-0.3, 0.0, 0.5], [1.3, -0.2, -0.3], [0.0, 0.0, 0.0], [-0.1, 0.1, 0.1], [-0.1, -0.4, 0.0], [0.3, 0.4, 0.0], [0.0, 0.0, 0.0], [0.0, 0.0, 0.0], [0.0, 0.0, 0.0], [0.0, 0.1, -0.3], [0.1, 0.0, 0.0], [0.0, 0.1, 0.0], [-0.1, 0.0, 0.3], [-0.2, -0.5, -0.1], [-0.2, -0.1, -0.1], [0.0, 0.1, 0.1], [0.0, 0.0, 0.0], [0.2, 0.0, 0.0], [0.0, -0.4, 0.1], [-0.1, 0.0, -0.1], [0.0, 0.0, 0.0], [-0.1, -0.4, 0.0], [0.0, 0.0, 0.0], [-0.1, 0.0, 0.0], [0.0, 0.0, 0.0], [0.0, -0.2, 0.1], [-1.2, 0.6, -0.5], [0.5, 0.2, -0.3], [0.0, 0.0, 0.0], [0.0, 0.0, 0.0], [-0.1, -0.1, 0.0], [0.1, 0.0, 0.0], [0.0, 0.0, 0.0], [0.0, 0.0, 0.0], [0.0, 0.0, 0.0], [0.0, 0.0, 0.0], [0.0, 0.0, 0.0], [0.0, 0.0, 0.0], [0.0, 0.0, 0.0], [0.0, 0.0, 0.0], [0.0, 0.0, 0.0], [0.0, 0.0, 0.0], [0.0, 0.0, 0.0], [0.0, 0.0, 0.0], [0.0, 0.0, 0.0], [0.0, 0.0, 0.0], [0.0, 0.0, -0.1], [0.0, 0.0, 0.0], [0.0, 0.0, 0.0], [0.0, 0.0, 0.0], [0.0, 0.0, 0.0], [0.0, 0.0, 0.0], [0.0, 0.1, 0.1], [0.0, 0.0, 0.0], [0.0, 0.0, 0.0], [0.0, -0.1, 0.0], [0.0, 0.0, 0.0], [0.0, 0.0, 0.0], [0.1, 0.0, 0.1], [0.0, 0.0, 0.0], [-0.1, -0.1, 0.1], [0.0, 0.0, 0.0], [0.0, 0.0, 0.0], [0.0, 0.0, 0.0], [0.1, 0.0, 0.0], [0.0, 0.0, 0.0], [0.0, 0.0, 0.0], [0.1, 0.0, 0.0], [0.0, 0.0, 0.0], [0.0, 0.0, 0.0]]}

=====

The records above give, respectively, ΔE to the lowest compared entry with this formula, charge and spin values of 72.0; 126.8 kJ/mol.
The records above give, respectively, calculated total energy values of -5514.73921; -3300.22367 Ha.